<1>
A cluster of 2 separate species, C4H8N2S in total. Source: OMol25; level of theory: ωB97M-V/def2-TZVPD.

- E_HOMO: -8.8474 eV
- Frontier orbital gap: 9.0105 eV
- Charge: 0

Last columns: bonded neighbours and bond lengths (Å).
Geometry (Å):
1 C -1.32587 0.92062 1.20726  H6 1.068, N13 1.336, N14 1.285
2 C 0.65663 -0.78278 -1.29788  C3 1.498, C4 1.511, H8 1.200, S15 1.871
3 C 0.80853 0.56502 -1.93476  C2 1.498, C4 1.416, H9 1.207, H10 1.095
4 C 1.89691 0.07148 -1.17576  C2 1.511, C3 1.416, H11 1.117, H12 1.117
5 H -0.39476 1.72034 2.49812  N13 1.003
6 H -2.17828 0.76803 0.58206  C1 1.068
7 H 0.69149 0.39837 1.32059  no bonds
8 H 0.89712 -1.81172 -1.86644  C2 1.200
9 H 0.66204 0.84562 -3.09966  C3 1.207
10 H 0.30813 1.28799 -1.28152  C3 1.095
11 H 2.91156 0.07236 -1.64246  C4 1.117
12 H 2.28035 0.36032 -0.16693  C4 1.117
13 N -1.05427 2.07090 1.82941  C1 1.336, H5 1.003
14 N -0.57913 -0.11882 1.09673  C1 1.285, S15 1.585
15 S -0.37257 -1.37200 0.14875  C2 1.871, N14 1.585

---

<2>
The molecule C4H8N2S. Source: OMol25; level of theory: ωB97M-V/def2-TZVPD.

- SMILES: [H]/N=C(\N)C(=C)SC
- E_HOMO: -8.8822 eV
- Frontier orbital gap: 9.3379 eV
- Charge: 0

Last columns: bonded neighbours and bond lengths (Å).
Geometry (Å):
1 H -2.64126 -0.46695 0.65081  N2 1.036
2 N -1.94535 0.28694 0.79285  H1 1.036, C3 1.354
3 C -1.02113 -0.23111 -0.04972  N2 1.354, N4 1.460, C5 1.440
4 N -1.24304 -1.34667 -0.96555  C3 1.460, H9 1.082, H10 0.960
5 C -0.01220 0.76656 -0.29515  C3 1.440, C6 1.382, S7 1.845
6 C -0.22911 2.13150 -0.32123  C5 1.382, H11 1.144, H12 1.100
7 S 1.68501 0.20199 -0.74874  C5 1.845, C8 1.915
8 C 2.12082 -0.69037 0.88847  S7 1.915, H13 1.135, H14 1.092, H15 1.241
9 H -2.23027 -1.74574 -1.15751  N4 1.082
10 H -0.55832 -1.39623 -1.63619  N4 0.960
11 H 0.63288 2.87386 -0.43887  C6 1.144
12 H -1.17588 2.66330 -0.14403  C6 1.100
13 H 1.96669 -0.24780 1.92271  C8 1.135
14 H 3.10844 -1.01236 0.55155  C8 1.092
15 H 1.54273 -1.78692 0.95058  C8 1.241

---

<3>
The molecule C4H8N2S. Source: OMol25; level of theory: ωB97M-V/def2-TZVPD.

- SMILES: C=CN/C=N/SC
- E_HOMO: -7.6544 eV
- Frontier orbital gap: 8.4255 eV
- Charge: 0

Last columns: bonded neighbours and bond lengths (Å).
Geometry (Å):
1 C 2.17177 1.54616 -0.00702  C2 1.358, H8 1.092, H9 1.086
2 C 2.65265 0.27638 0.01364  C1 1.358, N3 1.400, H10 1.093
3 N 1.94257 -0.93033 -0.01098  C2 1.400, C4 1.394, H11 1.010
4 C 0.55786 -1.08877 0.01166  N3 1.394, N5 1.289, H12 1.104
5 N -0.25369 -0.08741 -0.01127  C4 1.289, S6 1.720
6 S -1.91479 -0.53183 -0.00963  N5 1.720, C7 1.779
7 C -2.62209 1.10076 0.01426  S6 1.779, H13 1.078, H14 1.094, H15 1.093
8 H 2.85084 2.39823 0.06429  C1 1.092
9 H 1.11148 1.77798 -0.05463  C1 1.086
10 H 3.72266 0.06129 -0.03500  C2 1.093
11 H 2.47962 -1.78590 -0.01741  N3 1.010
12 H 0.31825 -2.15849 0.14132  C4 1.104
13 H -3.69856 1.03938 0.00492  C7 1.078
14 H -2.23313 1.61277 -0.87041  C7 1.094
15 H -2.29784 1.68104 0.88150  C7 1.093

---

Stability ranking, top and bottom: <3> is the most stable and <1> is the least stable.

---

<1>
The molecule C3H6N4. Source: OMol25; level of theory: ωB97M-V/def2-TZVPD.

- E_HOMO: -7.6913 eV
- Frontier orbital gap: 8.3265 eV
- Charge: 0

Last columns: bonded neighbours and bond lengths (Å).
Geometry (Å):
1 C -1.26095 -1.14733 -0.04667  C3 1.405, N4 1.357, H8 1.043
2 C -1.79054 1.03745 0.15855  N4 1.249, H9 1.102
3 C 0.05848 -0.69416 0.12222  C1 1.405, N5 1.313, N6 1.448
4 N -2.17258 -0.14663 0.05113  C1 1.357, C2 1.249
5 N 0.19343 0.59342 0.34281  C3 1.313, N7 1.394
6 N 1.25246 -1.49374 0.30088  C3 1.448, H10 1.024, H11 1.049
7 N 1.29513 1.35979 -0.03567  N5 1.394, H12 1.056, H13 1.069
8 H -1.48073 -2.08769 -0.44188  C1 1.043
9 H -2.08500 1.95776 0.68929  C2 1.102
10 H 2.04287 -0.86089 0.45217  N6 1.024
11 H 1.57359 -2.02143 -0.54669  N6 1.049
12 H 0.91200 2.34151 0.02695  N7 1.056
13 H 1.46184 1.16194 -1.07309  N7 1.069

---

<2>
The molecule C3H6N4. Source: OMol25; level of theory: ωB97M-V/def2-TZVPD.

- E_HOMO (alpha / beta): -7.9400 / -7.0451 eV
- Frontier orbital gap (alpha / beta): 7.5095 / 6.1557 eV
- Charge: 0

Last columns: bonded neighbours and bond lengths (Å).
Geometry (Å):
1 C 1.27250 -0.52720 -0.40320  N4 1.234, N7 1.400
2 C -1.64597 -0.03296 0.01928  C3 1.394, N5 1.297, N6 1.512
3 C -0.96400 1.16788 0.20828  C2 1.394, H8 1.086, H9 1.113
4 N 0.54069 -1.31753 0.19943  C1 1.234, N6 1.283
5 N -2.86889 -0.32183 -0.30174  C2 1.297, H10 1.002
6 N -0.73899 -1.23354 0.17262  C2 1.512, N4 1.283, H11 1.004
7 N 2.52865 0.01012 -0.09645  C1 1.400, H12 0.990, H13 1.022
8 H -0.31398 1.21924 1.07635  C3 1.086
9 H -1.17766 2.22411 -0.07087  C3 1.113
10 H -3.08192 -1.23863 -0.64644  N5 1.002
11 H -1.12611 -2.10405 0.48932  N6 1.004
12 H 2.47321 0.48498 0.77083  N7 0.990
13 H 3.13212 0.43634 -0.80195  N7 1.022

---

<3>
The molecule C3H6N4. Source: OMol25; level of theory: ωB97M-V/def2-TZVPD.

- SMILES: [H]/N=C1\CN=CN1N
- E_HOMO: -8.9900 eV
- Frontier orbital gap: 9.9073 eV
- Charge: 0

Last columns: bonded neighbours and bond lengths (Å).
Geometry (Å):
1 H -1.01963 2.62938 0.21114  N2 1.090
2 N -1.23393 1.58972 -0.03698  H1 1.090, C3 1.304
3 C -0.18495 0.81666 -0.08979  N2 1.304, C4 1.562, N7 1.381
4 C 1.36339 0.92604 0.08459  C3 1.562, N5 1.528, H9 1.125, H10 1.115
5 N 1.85192 -0.51977 0.00745  C4 1.528, C6 1.272
6 C 0.81378 -1.25358 -0.02267  N5 1.272, N7 1.463, H11 1.156
7 N -0.44188 -0.53272 -0.23214  C3 1.381, C6 1.463, N8 1.488
8 N -1.73516 -1.15237 0.16499  N7 1.488, H12 1.150, H13 1.060
9 H 1.76817 1.52871 -0.77476  C4 1.125
10 H 1.77564 1.34358 1.03318  C4 1.115
11 H 0.86346 -2.39504 0.15034  C6 1.156
12 H -2.38455 -1.14606 -0.78402  N8 1.150
13 H -2.04318 -0.58928 1.00811  N8 1.060

---

<4>
The molecule C3H6N4. Source: OMol25; level of theory: ωB97M-V/def2-TZVPD.

- SMILES: Cn1cnnc1N
- E_HOMO: -9.1513 eV
- Frontier orbital gap: 9.7816 eV
- Charge: 0

Last columns: bonded neighbours and bond lengths (Å).
Geometry (Å):
1 C 1.75309 -0.36559 -0.74393  N2 1.385, H8 1.115, H9 1.051, H10 1.242
2 N 0.62466 -0.14069 0.02652  C1 1.385, C3 1.400, C6 1.299
3 C 0.47079 -0.58954 1.34338  N2 1.400, N4 1.337, H11 0.998
4 N -0.81979 -0.31657 1.56272  C3 1.337, N5 1.317
5 N -1.43159 0.21201 0.52354  N4 1.317, C6 1.281
6 C -0.54778 0.21882 -0.40333  N2 1.299, N5 1.281, N7 1.412
7 N -0.57326 0.85386 -1.66414  C6 1.412, H12 1.090, H13 1.250
8 H 2.36301 -1.12182 -0.19649  C1 1.115
9 H 1.34306 -0.63764 -1.67234  C1 1.051
10 H 2.65775 0.48182 -0.67424  C1 1.242
11 H 1.17940 -0.95978 1.94101  C3 0.998
12 H -0.49772 1.94071 -1.69253  N7 1.090
13 H -1.70226 0.45425 -2.02271  N7 1.250

---

Stability ranking, top and bottom: <3> is the most stable and <2> is the least stable.

---

<1>
The molecule C3H6N4. Source: OMol25; level of theory: ωB97M-V/def2-TZVPD.

- SMILES: N/N=C1/CNC=N1
- E_HOMO: -8.3671 eV
- Frontier orbital gap: 8.7886 eV
- Charge: 0

Last columns: bonded neighbours and bond lengths (Å).
Geometry (Å):
1 N -2.26673 -0.88023 1.05283  N2 1.390, H8 1.090, H9 1.117
2 N -1.71415 -0.53515 -0.17471  N1 1.390, C3 1.327
3 C -0.41958 -0.25123 -0.23692  N2 1.327, C4 1.506, N7 1.476
4 C 0.30144 0.57675 -1.26782  C3 1.506, N5 1.434, H10 1.159, H11 1.028
5 N 1.51412 0.82578 -0.54455  C4 1.434, C6 1.544, H12 1.050
6 C 1.52713 -0.10944 0.68422  N5 1.544, N7 1.258, H13 1.032
7 N 0.35064 -0.41216 1.01186  C3 1.476, C6 1.258
8 H -3.07138 -0.16974 1.24382  N1 1.090
9 H -1.29639 -0.65899 1.56055  N1 1.117
10 H 0.71024 0.01173 -2.19303  C4 1.159
11 H -0.21601 1.45011 -1.42778  C4 1.028
12 H 2.29629 0.37884 -1.08476  N5 1.050
13 H 2.28436 -0.22629 1.37630  C6 1.032

---

<2>
A cluster of 2 separate species, C3H6N4 in total. Source: OMol25; level of theory: ωB97M-V/def2-TZVPD.

- E_HOMO: -7.9735 eV
- Frontier orbital gap: 8.7792 eV
- Charge: 0

Last columns: bonded neighbours and bond lengths (Å).
Geometry (Å):
1 C 2.87062 -0.11239 -0.96234  N5 1.291, H8 1.059, H9 1.058
2 C -3.85220 -0.69928 0.26474  N6 1.293, H10 1.013, H11 1.151
3 C 0.29752 1.07145 0.57488  N4 1.150, H12 1.092
4 N -0.80774 0.75957 0.63007  C3 1.150, N7 1.199
5 N 3.49283 0.03457 0.15880  C1 1.291, H13 1.043
6 N -2.97680 0.25241 0.29356  C2 1.293, N7 1.343
7 N -1.68732 -0.04792 0.52101  N4 1.199, N6 1.343
8 H 3.34077 -0.40674 -1.86498  C1 1.059
9 H 1.82077 0.01591 -1.00043  C1 1.058
10 H -4.81968 -0.48260 0.05520  C2 1.013
11 H -3.51831 -1.75175 0.58921  C2 1.151
12 H 1.31361 1.46751 0.62539  C3 1.092
13 H 4.52593 -0.10075 0.11488  N5 1.043

---

<3>
The molecule C3H6N4. Source: OMol25; level of theory: ωB97M-V/def2-TZVPD.

- E_HOMO: -8.0281 eV
- Frontier orbital gap: 7.6638 eV
- Charge: 0

Last columns: bonded neighbours and bond lengths (Å).
Geometry (Å):
1 C -1.19985 1.04122 1.97161  C3 1.329, H8 1.135, H9 1.160
2 C 0.85595 -1.73085 -0.62728  N6 1.248, H10 1.036, H11 1.083
3 C -0.79179 0.34486 0.91609  C1 1.329, N4 1.512, H12 1.046
4 N -0.02345 1.16869 -0.09270  C3 1.512, N7 1.333
5 N 0.81166 1.27558 -2.09834  N7 1.291, H13 1.001
6 N 0.37137 -0.90444 -1.42706  C2 1.248, N7 1.421
7 N 0.39753 0.49142 -1.16073  N4 1.333, N5 1.291, N6 1.421
8 H -1.70701 0.39356 2.75429  C1 1.135
9 H -0.98727 2.16439 2.17127  C1 1.160
10 H 0.79347 -2.75235 -0.78700  C2 1.036
11 H 1.06771 -1.47545 0.40399  C2 1.083
12 H -0.71948 -0.69352 0.81005  C3 1.046
13 H 1.13117 0.67690 -2.83419  N5 1.001

---

Stability ranking, top and bottom: <1> is the most stable and <2> is the least stable.

---

<1>
A cluster of 2 separate species, C3H6N4 in total. Source: OMol25; level of theory: ωB97M-V/def2-TZVPD.

- E_HOMO: -9.8463 eV
- Frontier orbital gap: 10.4202 eV
- Charge: 0

Last columns: bonded neighbours and bond lengths (Å).
Geometry (Å):
1 C -1.48054 -0.01468 0.74780  C3 1.542, H8 1.085, H9 1.007
2 C 0.71119 0.01844 0.65987  N4 1.331, N7 1.455
3 C -1.78435 0.18576 -0.75072  C1 1.542, H10 1.115, H11 1.036, H12 1.153
4 N 0.90764 0.13060 -0.65225  C2 1.331, N5 1.264
5 N 2.14019 0.11222 -0.92976  N4 1.264, N6 1.332
6 N 2.77042 -0.14578 0.21457  N5 1.332, N7 1.303, H13 1.045
7 N 2.00551 -0.25926 1.26292  C2 1.455, N6 1.303
8 H -1.59411 -1.06839 0.97813  C1 1.085
9 H -1.60316 0.79879 1.32923  C1 1.007
10 H -2.89755 0.13166 -0.72133  C3 1.115
11 H -1.57604 -0.72475 -1.19778  C3 1.036
12 H -1.39569 1.16931 -1.20901  C3 1.153
13 H 3.79648 -0.33392 0.26832  N6 1.045

---

<2>
The molecule C3H6N4. Source: OMol25; level of theory: ωB97M-V/def2-TZVPD.

- SMILES: CNc1ncn[nH]1
- E_HOMO: -9.1060 eV
- Frontier orbital gap: 9.7713 eV
- Charge: 0

Last columns: bonded neighbours and bond lengths (Å).
Geometry (Å):
1 C 2.01747 0.26221 0.05822  N2 1.454, H8 1.063, H9 1.129, H10 1.123
2 N 0.96203 -0.61139 -0.42805  C1 1.454, C3 1.441, H11 1.013
3 C -0.39321 -0.25384 -0.09237  N2 1.441, N4 1.341, N7 1.313
4 N -1.30790 -1.23118 -0.00995  C3 1.341, C5 1.358
5 C -2.44593 -0.49032 -0.01621  N4 1.358, N6 1.301, H12 1.048
6 N -2.34548 0.79793 -0.16368  C5 1.301, N7 1.359
7 N -0.99229 0.91370 -0.11852  C3 1.313, N6 1.359, H13 1.090
8 H 2.27939 1.07227 -0.57806  C1 1.063
9 H 2.89963 -0.43908 -0.01713  C1 1.129
10 H 2.09935 0.53890 1.14390  C1 1.123
11 H 1.06435 -1.50537 0.03766  N2 1.013
12 H -3.38362 -0.90930 0.19298  C5 1.048
13 H -0.45377 1.85546 -0.00879  N7 1.090

---

<3>
The molecule C3H6N4. Source: OMol25; level of theory: ωB97M-V/def2-TZVPD.

- SMILES: [H]/N=C\N(N)C=C=N
- E_HOMO (alpha / beta): -6.8672 / -6.9128 eV
- Frontier orbital gap (alpha / beta): 6.7276 / 6.8808 eV
- Charge: 0

Last columns: bonded neighbours and bond lengths (Å).
Geometry (Å):
1 H 0.88135 -0.34298 1.91831  N2 1.023
2 N 0.64530 0.64831 1.83081  H1 1.023, C3 1.286
3 C 0.09493 0.88592 0.69282  N2 1.286, N4 1.534, H9 1.095
4 N -0.77783 -0.08542 -0.11125  C3 1.534, N5 1.378, C6 1.354
5 N -1.97780 -0.64419 0.27084  N4 1.378, H10 1.015, H11 1.015
6 C 0.00599 -0.56873 -1.10327  N4 1.354, C7 1.364, H12 1.085
7 C 1.20528 0.06246 -0.94809  C6 1.364, N8 1.226
8 N 2.41937 0.00345 -1.10540  C7 1.226, H13 1.026
9 H -0.24264 1.89894 0.45033  C3 1.095
10 H -2.55732 -0.02547 0.82890  N5 1.015
11 H -2.17077 -1.54791 -0.15011  N5 1.015
12 H -0.42767 -1.03242 -1.98318  C6 1.085
13 H 2.90181 0.74803 -0.59070  N8 1.026

---

Stability ranking, top and bottom: <2> is the most stable and <3> is the least stable.